(1)
ORCA calculation (ωB97M-V/def2-TZVPD) on a single C23H32N2O4 molecule.

Geometry (Å):
C (-6.216, -1.896, -0.049)
O (-5.628, -1.303, -1.179)
C (-4.955, -0.090, -0.909)
C (-3.720, -0.260, -0.081)
C (-3.520, -0.261, 1.270)
C (-2.141, -0.513, 1.471)
C (-1.597, -0.654, 0.229)
C (-0.193, -0.902, -0.214)
N (0.548, -1.606, 0.813)
C (0.151, -2.991, 0.986)
C (0.688, -3.926, -0.104)
C (2.205, -3.790, -0.209)
C (2.590, -2.326, -0.444)
C (4.111, -2.166, -0.534)
C (4.553, -0.911, -1.294)
C (4.348, 0.354, -0.478)
O (4.901, 0.545, 0.585)
N (3.538, 1.274, -1.056)
C (3.217, 2.538, -0.419)
C (1.820, 2.531, 0.146)
C (1.594, 2.100, 1.449)
C (0.307, 2.073, 1.949)
C (-0.770, 2.468, 1.172)
C (-0.555, 2.884, -0.136)
O (-1.529, 3.286, -1.001)
C (-2.857, 3.333, -0.540)
C (0.746, 2.908, -0.641)
C (1.987, -1.488, 0.696)
O (-2.548, -0.505, -0.714)
H (-6.730, -2.786, -0.404)
H (-5.466, -2.181, 0.697)
H (-6.941, -1.217, 0.419)
H (-5.637, 0.611, -0.402)
H (-4.681, 0.306, -1.890)
H (-4.260, -0.091, 2.027)
H (-1.619, -0.585, 2.401)
H (0.298, 0.064, -0.378)
H (-0.231, -1.424, -1.186)
H (-0.939, -3.035, 1.022)
H (0.538, -3.315, 1.958)
H (0.231, -3.675, -1.063)
H (0.415, -4.956, 0.134)
H (2.581, -4.415, -1.023)
H (2.667, -4.135, 0.720)
H (2.145, -2.003, -1.393)
H (4.539, -2.135, 0.469)
H (4.523, -3.037, -1.050)
H (4.035, -0.847, -2.253)
H (5.626, -0.985, -1.486)
H (3.025, 1.039, -1.890)
H (3.950, 2.669, 0.381)
H (3.329, 3.341, -1.155)
H (2.427, 1.793, 2.062)
H (0.132, 1.744, 2.962)
H (-1.762, 2.444, 1.592)
H (-3.448, 3.687, -1.383)
H (-2.966, 4.031, 0.296)
H (-3.216, 2.344, -0.237)
H (0.891, 3.244, -1.657)
H (2.232, -0.432, 0.579)
H (2.417, -1.826, 1.644)

## Properties
Energy above the lowest of the compared OMol25 structures with the same formula, charge and spin ... 2.693 eV
E_tot ... -35540.1488 eV
Molar mass ... 400.52 g mol⁻¹

=====

(2)
ORCA calculation (ωB97M-V/def2-TZVPD) on a single C23H32N4O molecule.

Geometry (Å):
O (2.075, 1.882, -3.369)
C (1.390, 1.163, -4.069)
N (0.028, 1.225, -4.115)
C (-0.807, 2.143, -3.473)
C (-1.887, 2.813, -4.021)
C (-2.410, 3.550, -2.957)
N (-1.718, 3.340, -1.854)
N (-0.748, 2.486, -2.165)
C (0.154, 1.990, -1.148)
C (-0.122, 0.514, -0.848)
C (0.823, 0.040, 0.251)
N (0.624, 0.820, 1.456)
C (1.350, 0.286, 2.595)
C (0.679, -0.959, 3.179)
C (-0.769, -0.674, 3.571)
C (-1.513, -1.925, 4.034)
C (-2.997, -1.639, 4.360)
C (-3.200, -2.037, 5.825)
C (-2.132, -3.100, 6.063)
C (-0.927, -2.530, 5.321)
C (0.932, 2.216, 1.204)
C (-0.007, 2.781, 0.144)
C (1.976, 0.089, -4.923)
C (1.472, -0.239, -6.178)
C (2.078, -1.230, -6.930)
C (3.183, -1.904, -6.437)
C (3.696, -1.572, -5.194)
C (3.102, -0.574, -4.445)
H (-0.436, 0.663, -4.814)
H (-2.228, 2.776, -5.036)
H (-3.249, 4.216, -2.952)
H (1.179, 2.099, -1.522)
H (-1.154, 0.405, -0.510)
H (0.023, -0.097, -1.742)
H (0.618, -1.008, 0.472)
H (1.867, 0.116, -0.111)
H (1.364, 1.058, 3.368)
H (2.399, 0.053, 2.335)
H (1.251, -1.279, 4.051)
H (0.703, -1.776, 2.455)
H (-1.275, -0.249, 2.703)
H (-0.787, 0.073, 4.367)
H (-1.458, -2.670, 3.234)
H (-3.645, -2.235, 3.717)
H (-3.243, -0.590, 4.195)
H (-3.014, -1.182, 6.476)
H (-4.208, -2.401, 6.020)
H (-1.933, -3.270, 7.120)
H (-2.438, -4.045, 5.611)
H (-0.168, -3.284, 5.116)
H (-0.472, -1.741, 5.923)
H (0.798, 2.771, 2.136)
H (1.980, 2.346, 0.874)
H (-1.038, 2.701, 0.486)
H (0.214, 3.834, -0.031)
H (0.630, 0.298, -6.593)
H (1.688, -1.474, -7.907)
H (3.648, -2.680, -7.026)
H (4.564, -2.089, -4.811)
H (3.496, -0.294, -3.480)

## Properties
Energy above the lowest of the compared OMol25 structures with the same formula, charge and spin ... 1.452 eV
E_tot ... -32378.8706 eV
Molar mass ... 380.54 g mol⁻¹

=====

(3)
ORCA calculation (ωB97M-V/def2-TZVPD) on a single C23H32N4O4 molecule.

Geometry (Å):
C (-0.469, 4.802, 0.885)
C (0.615, 3.868, 1.423)
C (2.000, 4.452, 1.157)
C (0.447, 2.486, 0.782)
C (1.472, 1.443, 1.238)
N (1.134, 0.171, 0.640)
C (1.646, -0.979, 1.083)
O (2.448, -1.091, 2.003)
C (1.189, -2.192, 0.369)
N (1.718, -3.389, 0.755)
C (1.175, -4.348, -0.020)
N (0.330, -3.850, -0.878)
C (0.314, -2.499, -0.662)
C (-0.554, -1.639, -1.483)
O (-0.627, -0.419, -1.359)
N (-1.271, -2.336, -2.373)
C (-2.173, -1.731, -3.329)
C (-3.435, -2.583, -3.458)
C (-1.512, -1.554, -4.680)
C (-1.650, -0.359, -5.372)
C (-1.070, -0.196, -6.618)
C (-0.341, -1.228, -7.184)
C (-0.196, -2.421, -6.498)
C (-0.780, -2.585, -5.254)
C (1.477, 1.341, 2.768)
O (2.296, 1.890, 3.457)
O (0.431, 0.646, 3.183)
C (0.234, 0.357, 4.589)
C (-0.976, -0.578, 4.605)
C (-0.070, 1.651, 5.344)
C (1.465, -0.345, 5.161)
H (-0.403, 5.776, 1.364)
H (-0.352, 4.938, -0.188)
H (-1.459, 4.394, 1.073)
H (0.486, 3.772, 2.506)
H (2.761, 3.890, 1.690)
H (2.042, 5.484, 1.500)
H (2.224, 4.436, 0.092)
H (-0.547, 2.099, 1.021)
H (0.519, 2.578, -0.304)
H (2.487, 1.737, 0.939)
H (0.439, 0.146, -0.116)
H (2.400, -3.462, 1.497)
H (1.412, -5.390, 0.065)
H (-1.110, -3.334, -2.397)
H (-2.426, -0.744, -2.926)
H (-3.186, -3.566, -3.852)
H (-4.134, -2.106, -4.140)
H (-3.913, -2.701, -2.489)
H (-2.212, 0.451, -4.930)
H (-1.185, 0.739, -7.146)
H (0.115, -1.101, -8.155)
H (0.375, -3.229, -6.933)
H (-0.657, -3.520, -4.728)
H (-1.241, -0.829, 5.628)
H (-0.744, -1.491, 4.063)
H (-1.824, -0.098, 4.125)
H (-0.941, 2.142, 4.913)
H (-0.271, 1.427, 6.388)
H (0.780, 2.325, 5.285)
H (1.224, -0.786, 6.124)
H (1.790, -1.124, 4.475)
H (2.283, 0.359, 5.283)

## Properties
Energy above the lowest of the compared OMol25 structures with the same formula, charge and spin ... 0.000 eV
E_tot ... -38523.9467 eV
Molar mass ... 428.53 g mol⁻¹

=====

(4)
ORCA calculation (ωB97M-V/def2-TZVPD) on C23H32N4O5PS2W as an isolated structure in a non-equilibrium geometry.

Geometry (Å):
W (0.359, -0.162, -0.367)
O (-0.272, -1.607, -1.346)
C (-1.429, -1.894, -1.929)
C (-1.758, -3.214, -2.208)
C (-2.940, -3.506, -2.859)
C (-3.805, -2.477, -3.243)
C (-3.493, -1.172, -2.964)
C (-2.295, -0.827, -2.297)
C (-2.002, 0.535, -2.038)
N (-0.944, 0.974, -1.401)
C (-0.845, 2.422, -1.187)
C (-0.171, 2.718, 0.170)
N (0.458, 1.509, 0.741)
C (0.696, 1.608, 2.030)
C (1.093, 0.537, 2.880)
C (1.471, 0.801, 4.210)
C (1.821, -0.216, 5.067)
C (1.804, -1.537, 4.625)
C (1.425, -1.832, 3.326)
C (1.068, -0.812, 2.459)
O (0.668, -1.097, 1.214)
H (-1.076, -3.997, -1.904)
H (-3.194, -4.537, -3.064)
H (-4.724, -2.711, -3.764)
H (-4.171, -0.378, -3.253)
H (-2.718, 1.273, -2.392)
H (-1.833, 2.883, -1.202)
H (-0.256, 2.854, -1.998)
H (-0.927, 3.071, 0.871)
H (0.578, 3.502, 0.051)
H (0.556, 2.581, 2.495)
H (1.496, 1.831, 4.545)
H (2.120, 0.011, 6.081)
H (2.084, -2.339, 5.295)
H (1.416, -2.852, 2.963)
N (-1.872, -2.462, 1.365)
C (-2.294, -1.188, 1.448)
N (-3.332, -0.912, 2.262)
O (-1.772, -0.262, 0.788)
H (-2.253, -3.190, 1.942)
H (-1.022, -2.638, 0.859)
H (-3.843, -1.608, 2.773)
H (-3.670, 0.032, 2.265)
C (6.076, -1.654, -1.565)
C (5.931, -0.360, -2.344)
C (6.149, -0.568, -3.832)
O (4.646, 0.294, -2.077)
P (3.182, -0.259, -2.141)
S (1.991, 1.360, -1.987)
S (2.736, -1.517, -0.620)
O (3.170, -0.920, -3.591)
C (2.200, -1.659, -4.399)
C (1.926, -3.035, -3.817)
C (0.947, -0.844, -4.668)
H (7.068, -2.065, -1.751)
H (5.331, -2.382, -1.890)
H (5.951, -1.493, -0.495)
H (6.638, 0.380, -1.971)
H (5.547, -1.400, -4.193)
H (7.200, -0.798, -4.006)
H (5.886, 0.327, -4.394)
H (2.740, -1.772, -5.340)
H (1.332, -2.960, -2.913)
H (2.865, -3.530, -3.570)
H (1.385, -3.638, -4.548)
H (0.369, -0.713, -3.761)
H (0.332, -1.362, -5.406)
H (1.218, 0.139, -5.051)

## Properties
Energy above the lowest of the compared OMol25 structures with the same formula, charge and spin ... 0.765 eV
Net charge ... +1
Expectation value of S² ... 2.03
E_tot ... -73353.2575 eV
Spin multiplicity ... 3
Molar mass ... 723.48 g mol⁻¹

=====

(5)
ORCA calculation (ωB97M-V/def2-TZVPD) on a single C23H32N4O5S2 molecule.

Geometry (Å):
C (6.447, 0.863, 0.220)
C (5.800, -0.507, 0.321)
O (4.401, -0.372, 0.078)
C (3.765, -1.428, -0.458)
O (4.301, -2.478, -0.725)
C (2.358, -1.128, -0.666)
S (1.746, 0.440, -0.189)
C (0.172, -0.006, -0.731)
N (-0.886, 0.800, -0.619)
C (-2.034, 0.320, -0.991)
S (-3.417, 1.344, -0.763)
C (-2.627, 2.636, 0.225)
C (-1.604, 3.376, -0.631)
O (-1.877, 3.670, -1.780)
N (-0.451, 3.747, -0.041)
C (0.000, 3.325, 1.268)
C (-0.549, 4.212, 2.384)
C (0.458, 4.576, -0.816)
C (1.495, 3.751, -1.571)
N (-2.204, -0.917, -1.526)
C (-3.515, -1.412, -1.906)
C (-4.039, -2.488, -0.949)
C (-3.919, -2.120, 0.534)
N (-2.595, -2.320, 1.073)
C (-1.982, -3.632, 1.114)
C (-0.894, -3.496, 2.185)
C (-0.596, -1.998, 2.208)
C (-1.872, -1.362, 1.681)
O (-2.188, -0.192, 1.775)
C (-1.133, -1.814, -1.704)
O (-1.347, -2.914, -2.180)
C (0.135, -1.300, -1.252)
C (1.398, -1.946, -1.215)
C (1.656, -3.327, -1.699)
H (5.999, 1.540, 0.941)
H (7.511, 0.779, 0.421)
H (6.304, 1.273, -0.777)
H (5.937, -0.932, 1.322)
H (6.218, -1.206, -0.412)
H (-2.240, 2.142, 1.110)
H (-3.433, 3.323, 0.486)
H (1.091, 3.376, 1.269)
H (-0.274, 2.282, 1.436)
H (-0.148, 3.891, 3.342)
H (-1.634, 4.156, 2.427)
H (-0.266, 5.249, 2.219)
H (0.946, 5.278, -0.136)
H (-0.147, 5.135, -1.533)
H (2.120, 3.184, -0.885)
H (0.989, 3.056, -2.236)
H (2.128, 4.405, -2.164)
H (-3.423, -1.848, -2.905)
H (-4.200, -0.565, -1.944)
H (-3.502, -3.419, -1.133)
H (-5.090, -2.651, -1.185)
H (-4.620, -2.741, 1.106)
H (-4.172, -1.068, 0.694)
H (-1.548, -3.882, 0.139)
H (-2.729, -4.389, 1.366)
H (-1.281, -3.814, 3.154)
H (-0.017, -4.094, 1.952)
H (0.225, -1.739, 1.537)
H (-0.356, -1.613, 3.197)
H (2.389, -3.306, -2.504)
H (0.734, -3.776, -2.056)
H (2.086, -3.931, -0.902)

## Properties
Energy above the lowest of the compared OMol25 structures with the same formula, charge and spin ... 0.000 eV
E_tot ... -62241.7346 eV
Molar mass ... 508.67 g mol⁻¹

=====

(6)
ORCA calculation (ωB97M-V/def2-TZVPD) on a 2-piece molecular cluster, C23H32N4O6S overall in a non-equilibrium geometry.

Geometry (Å):
N (0.346, -1.324, 1.542)
S (1.380, -2.036, 0.464)
O (1.033, -3.456, 0.496)
O (2.698, -1.710, 1.005)
C (1.013, -1.203, -1.104)
C (2.044, -0.582, -1.823)
C (1.773, 0.039, -3.045)
C (0.474, 0.045, -3.572)
C (0.181, 0.737, -4.885)
C (0.817, 0.113, -6.115)
C (1.381, -1.175, -6.135)
C (1.944, -1.690, -7.310)
C (1.939, -0.945, -8.504)
C (2.538, -1.497, -9.734)
O (3.383, -2.385, -9.686)
N (2.178, -1.050, -10.995)
O (2.739, -1.606, -12.186)
C (1.367, 0.338, -8.482)
C (0.820, 0.855, -7.304)
C (-0.555, -0.574, -2.844)
C (-0.289, -1.195, -1.618)
H (0.329, -1.966, 2.323)
H (0.800, -0.459, 1.796)
H (3.062, -0.585, -1.436)
H (2.580, 0.517, -3.593)
H (-0.902, 0.768, -5.042)
H (0.523, 1.774, -4.802)
H (1.394, -1.792, -5.242)
H (2.387, -2.683, -7.296)
H (1.421, -0.373, -11.063)
H (3.408, -2.283, -11.945)
H (1.360, 0.958, -9.374)
H (0.390, 1.852, -7.317)
H (-1.569, -0.579, -3.230)
H (-1.094, -1.679, -1.069)
C (-1.388, 2.855, 7.842)
N (-1.292, 1.764, 6.876)
C (-0.431, 1.741, 5.851)
O (0.357, 2.655, 5.640)
C (-0.462, 0.539, 4.889)
C (-1.857, -0.015, 4.503)
C (-2.840, 0.898, 3.736)
C (-2.177, 1.684, 2.607)
C (-3.646, 1.853, 4.612)
N (0.463, -0.560, 5.224)
C (0.587, -1.323, 6.312)
C (-0.300, -1.147, 7.527)
O (1.434, -2.199, 6.325)
H (-2.174, 2.652, 8.570)
H (-0.435, 2.969, 8.362)
H (-1.612, 3.788, 7.321)
H (-1.922, 0.984, 6.976)
H (-0.050, 0.952, 3.969)
H (-2.364, -0.395, 5.388)
H (-1.683, -0.877, 3.857)
H (-3.569, 0.232, 3.273)
H (-1.505, 2.442, 3.012)
H (-1.622, 1.004, 1.962)
H (-2.943, 2.181, 2.012)
H (-4.109, 1.309, 5.435)
H (-4.435, 2.309, 4.013)
H (-3.009, 2.647, 5.000)
H (1.186, -0.751, 4.548)
H (-0.130, -1.988, 8.199)
H (-1.345, -1.137, 7.239)
H (-0.020, -0.233, 8.045)

## Properties
Energy above the lowest of the compared OMol25 structures with the same formula, charge and spin ... 1.618 eV
E_tot ... -53449.7534 eV
Molar mass ... 492.60 g mol⁻¹

=====

(7)
ORCA calculation (ωB97M-V/def2-TZVPD) on a single C23H32N6O6 molecule.

Geometry (Å):
C (1.858, 3.401, -1.591)
O (0.458, 3.227, -1.566)
C (-0.089, 2.553, -0.521)
C (0.605, 2.096, 0.590)
C (-0.064, 1.393, 1.584)
C (-1.421, 1.130, 1.484)
O (-2.141, 0.408, 2.402)
C (-1.538, 0.079, 3.627)
C (-2.136, 1.591, 0.363)
C (-3.607, 1.326, 0.231)
C (-3.978, -0.170, 0.068)
N (-5.351, -0.295, -0.352)
C (-6.357, -0.621, 0.489)
C (-7.688, -0.808, -0.210)
O (-6.201, -0.731, 1.687)
C (-3.097, -0.821, -1.000)
O (-3.450, -0.912, -2.159)
N (-1.931, -1.295, -0.523)
C (-0.842, -1.744, -1.371)
C (-0.052, -0.534, -1.889)
C (1.219, -0.970, -2.614)
N (2.005, -1.799, -1.729)
C (2.919, -1.250, -0.918)
N (3.452, -2.023, 0.038)
C (4.397, -1.458, 0.759)
O (4.933, -2.222, 1.700)
C (5.960, -1.637, 2.480)
N (4.832, -0.207, 0.622)
C (4.225, 0.480, -0.340)
O (4.571, 1.748, -0.535)
C (5.596, 2.258, 0.298)
N (3.277, 0.025, -1.135)
C (1.336, -3.020, -1.344)
C (0.062, -2.679, -0.565)
C (-1.460, 2.298, -0.610)
H (2.074, 3.896, -2.536)
H (2.386, 2.444, -1.551)
H (2.196, 4.039, -0.767)
H (1.664, 2.265, 0.696)
H (0.501, 1.049, 2.437)
H (-2.321, -0.393, 4.219)
H (-1.174, 0.969, 4.149)
H (-0.711, -0.628, 3.497)
H (-3.988, 1.864, -0.639)
H (-4.126, 1.685, 1.122)
H (-3.868, -0.675, 1.032)
H (-5.482, -0.309, -1.355)
H (-8.450, -1.048, 0.526)
H (-7.616, -1.618, -0.932)
H (-7.966, 0.104, -0.733)
H (-1.694, -1.076, 0.432)
H (-1.292, -2.275, -2.216)
H (-0.685, 0.059, -2.548)
H (0.235, 0.085, -1.038)
H (1.814, -0.102, -2.895)
H (0.977, -1.557, -3.504)
H (5.587, -0.764, 3.020)
H (6.275, -2.409, 3.179)
H (6.797, -1.329, 1.850)
H (5.299, 2.216, 1.348)
H (6.517, 1.686, 0.171)
H (5.743, 3.289, -0.015)
H (2.017, -3.603, -0.726)
H (1.090, -3.576, -2.252)
H (-0.476, -3.591, -0.307)
H (0.355, -2.177, 0.361)
H (-1.985, 2.663, -1.479)

## Properties
Energy above the lowest of the compared OMol25 structures with the same formula, charge and spin ... 0.115 eV
E_tot ... -45598.1131 eV
Molar mass ... 488.54 g mol⁻¹